{
  "formula": "C15H19ClIN3OPYb",
  "method": "ωB97M-V/def2-TZVPD",
  "species": ["C", "I", "H", "H", "H", "Yb", "P", "C", "C", "H", "H", "H", "C", "H", "H", "H", "H", "H", "H", "C", "O", "Cl", "N", "C", "C", "C", "C", "C", "C", "C", "N", "C", "C", "N", "C", "H", "H", "H", "H", "H", "H", "H"],
  "positions_angstrom": [[1.99, -1.77, -1.99], [2.04, 0.99, -1.77], [0.90, -1.74, -2.13], [2.25, -1.68, -0.93], [2.33, -2.77, -2.31], [-2.59, -0.43, -0.49], [-0.20, 0.22, -4.42], [1.06, 1.16, -5.39], [-1.16, -0.43, -5.87], [-2.06, 1.31, -3.30], [-1.70, 2.11, -4.87], [-0.65, 2.41, -3.44], [-1.26, 1.67, -3.97], [-2.11, -0.85, -5.51], [-1.32, 0.37, -6.60], [0.75, 1.21, -6.44], [2.01, 0.62, -5.31], [-0.56, -1.23, -6.32], [1.19, 2.16, -4.97], [2.68, -0.76, -2.81], [3.40, -0.82, -3.77], [-2.45, -1.40, -2.70], [0.27, 2.62, 8.81], [0.17, 2.06, 7.78], [0.03, 1.36, 6.53], [-0.92, 1.79, 5.59], [-1.06, 1.10, 4.38], [-0.26, -0.02, 4.13], [0.68, -0.46, 5.07], [0.81, 0.23, 6.27], [-0.43, -0.74, 2.92], [0.27, -1.89, 2.53], [-0.20, -2.25, 1.31], [-1.18, -1.34, 0.93], [-1.29, -0.44, 1.92], [-1.56, 2.65, 5.81], [-1.80, 1.44, 3.65], [1.30, -1.34, 4.88], [1.52, -0.12, 7.02], [1.03, -2.34, 3.15], [0.07, -3.07, 0.67], [-2.00, 0.39, 1.95]],
  "mulliken_charge": [-0.921, 0.031, 0.200, 0.473, 0.385, 1.288, 0.603, -1.043, -1.181, 0.181, 0.390, 0.353, -0.857, 0.348, 0.452, 0.393, 0.329, 0.396, 0.398, 0.457, -0.427, -0.544, -0.398, -0.043, 0.323, -1.159, -0.522, 2.458, -0.485, -1.097, 0.273, 0.036, -1.081, -0.083, -0.197, 0.442, 0.096, 0.256, 0.452, 0.412, 0.562, 0.051],
  "de_lowest_kcal_mol": 6.9,
  "lumo_energy_ev": [-7.219, -9.635],
  "multiplicity": 2,
  "total_charge": 2,
  "s_squared": 0.75,
  "gap_ev": [7.154, 4.738],
  "e_tot_ha": -3079.83911
}